30
Properties=species:S:1:pos:R:3 method="wB97M-V/def2-TZVPD" total_charge=+1 s_squared=0.76 spin_multiplicity=2 lumo_energy_ha="-0.13424 / -0.25035" total_energy_ev=-19695.1887 homo_ev="-13.02 / -13.02" orbital_gap_ha="0.34437 / 0.22826" de_lowest_kcal_mol=48.4
O -2.8271 -1.2918 1.5661
O -0.4354 -2.2440 2.1790
O 0.0576 -1.4152 -0.3316
O 0.6460 2.2107 1.0551
O -0.9928 0.6739 3.9714
O -2.4771 -0.0285 -1.5585
N 1.8602 0.0956 -0.0930
N -0.3580 -1.1161 -2.8670
C 2.4572 1.3982 -0.3893
C 0.8308 -0.4605 -0.7815
C 1.6276 2.6086 0.0777
C 0.5871 -0.1737 -2.1392
H -1.9197 0.0602 -0.7660
H -3.2541 -0.3078 -1.2579
H -0.5150 1.1547 3.3624
H -0.1940 1.9232 0.5152
H 3.6315 1.4697 -0.0988
H -2.7901 -1.8481 2.3113
H 1.2629 2.9464 -0.8535
H -0.1268 -3.1962 2.2329
H 2.6732 1.3434 -1.4785
H -1.1867 -0.1547 3.4660
H -2.0539 -1.7140 1.0837
H -0.1160 -2.0069 -2.5450
H -1.3224 -0.7324 -2.4811
H 2.3221 3.5299 0.4453
H 2.0636 -0.3007 0.8301
H 0.9885 0.6154 -2.7528
H -0.1763 -1.9585 1.2565
H -0.2629 -1.0808 -3.9590